# 1
5
Properties=species:S:1:pos:R:3:forces:R:3 method="wB97M-V/def2-TZVPD" relative_energy_kj_mol=268.75 mol_weight_g_mol=125.6 homo_lumo_gap_ev="5.10 / 5.11" lumo_energy_ev="-4.37 / -4.37" e_homo_ev="-9.471 / -9.472"
C 0.605 -1.065 -0.560 -0.98 -1.27 1.56
N 0.986 -0.403 -1.408 1.21 1.70 -2.03
S -0.079 -1.939 0.639 -0.70 1.06 0.62
S -1.438 1.161 1.149 1.19 -0.56 -0.54
Cl -0.073 2.245 0.180 -0.72 -0.93 0.39



# 2
169
Properties=species:S:1:pos:R:3:forces:R:3 method="wB97M-V/def2-TZVPD" total_charge=-1 mol_weight_g_mol=1058.6 homo_lumo_gap_ev=3.25 lumo_energy_ev=1.86 e_homo_ev=-1.395
C 1.819 2.672 -3.642 -0.07 0.22 -0.02
O 1.478 1.676 -4.575 -0.08 -0.01 0.01
C 1.687 0.358 -4.098 0.15 0.08 -0.21
C 0.844 -0.609 -4.891 -0.04 0.49 -0.12
C -0.617 -0.631 -4.422 0.62 -0.52 0.06
C -0.983 -1.938 -3.705 -0.62 0.09 -0.36
C -2.372 -2.444 -4.111 -0.16 0.03 0.72
C -3.494 -1.803 -3.261 -0.44 -0.26 -0.56
C -4.412 -0.804 -4.013 0.52 0.63 0.48
C -4.227 0.669 -3.622 0.06 -0.11 -0.01
C -5.536 1.351 -3.236 0.62 0.59 -0.24
C -5.542 2.811 -3.594 -0.76 -2.47 -0.54
C -5.647 3.158 -5.190 1.12 1.85 1.58
O -6.656 3.432 -3.983 0.19 1.29 0.17
H 2.207 2.244 -2.718 0.02 -0.03 0.17
H 0.937 3.268 -3.413 -0.14 0.04 0.12
H 2.576 3.350 -4.037 0.14 -0.04 -0.18
H 1.391 0.309 -3.048 0.10 -0.06 0.21
H 2.753 0.121 -4.195 0.15 -0.08 0.15
H 1.324 -1.587 -4.845 -0.13 -0.18 -0.04
H 0.879 -0.272 -5.926 0.19 -0.08 -0.20
H -0.776 0.199 -3.740 -0.30 0.27 -0.13
H -1.266 -0.500 -5.280 -0.21 0.14 -0.03
H -1.038 -1.735 -2.638 0.35 -0.28 0.25
H -0.245 -2.717 -3.905 0.21 0.01 0.02
H -2.417 -3.526 -3.985 0.10 -0.15 -0.03
H -2.556 -2.239 -5.164 0.06 -0.05 -0.18
H -4.116 -2.608 -2.859 0.01 -0.10 0.17
H -3.062 -1.251 -2.433 0.02 0.02 0.21
H -5.453 -1.109 -3.865 -0.16 -0.08 -0.05
H -4.189 -0.898 -5.082 -0.16 -0.22 -0.18
H -3.832 1.185 -4.497 -0.04 0.20 -0.15
H -6.425 0.936 -3.731 -0.24 -0.16 0.18
H -5.651 1.376 -2.142 -0.41 -0.26 0.09
H -4.857 3.441 -3.027 0.44 0.03 -0.24
H -4.777 3.862 -5.026 -0.41 0.44 -0.04
H -6.123 3.851 -5.877 -0.59 -1.30 -0.98
C 2.041 -4.038 -1.865 0.01 -0.12 0.05
C 2.902 -5.130 -1.859 0.01 0.09 0.01
C 4.216 -4.983 -2.285 -0.03 -0.05 0.05
C 4.672 -3.745 -2.711 0.08 0.03 -0.05
C 3.813 -2.655 -2.720 -0.03 0.05 -0.03
C 2.498 -2.802 -2.299 -0.02 0.17 -0.02
H 1.015 -4.148 -1.537 -0.02 0.01 -0.02
H 2.550 -6.095 -1.523 -0.04 -0.09 0.02
H 4.884 -5.835 -2.281 0.00 -0.01 0.00
H 5.699 -3.626 -3.035 0.00 0.00 -0.02
H 4.169 -1.686 -3.050 -0.01 0.00 -0.02
H 1.826 -1.952 -2.309 -0.02 -0.05 0.00
C 5.645 -1.352 0.594 0.00 0.00 -0.03
C 4.653 -2.298 0.810 0.06 -0.09 -0.01
C 4.267 -2.609 2.107 0.11 -0.03 0.02
C 4.865 -1.971 3.185 -0.03 -0.04 0.01
C 5.855 -1.024 2.967 0.02 0.02 0.01
C 6.248 -0.718 1.672 0.02 0.01 -0.02
H 5.949 -1.108 -0.417 -0.02 0.00 -0.01
H 4.180 -2.790 -0.030 0.00 -0.01 0.00
H 3.496 -3.347 2.277 -0.06 -0.03 0.03
H 4.558 -2.211 4.196 -0.01 0.00 0.00
H 6.320 -0.525 3.807 0.00 0.01 0.01
H 7.022 0.020 1.503 -0.01 0.02 0.00
C -5.277 6.429 -1.194 0.00 0.03 0.01
C -6.156 5.372 -1.002 -0.05 -0.06 -0.08
C -6.461 4.951 0.285 -0.01 0.03 0.02
C -5.896 5.593 1.379 -0.02 0.00 0.00
C -5.021 6.653 1.186 0.04 0.03 0.02
C -4.709 7.069 -0.101 -0.02 0.00 -0.01
H -5.036 6.752 -2.198 0.01 -0.01 -0.01
H -6.598 4.874 -1.857 0.02 0.00 -0.02
H -7.139 4.121 0.433 0.00 -0.02 -0.01
H -6.136 5.266 2.383 0.01 -0.01 0.01
H -4.580 7.153 2.039 0.02 -0.01 0.01
H -4.021 7.892 -0.252 0.01 0.00 0.00
C -5.479 9.700 3.699 0.00 0.02 0.00
C -6.356 8.642 3.892 -0.05 -0.01 -0.02
C -6.663 8.222 5.178 0.00 0.01 0.01
C -6.101 8.866 6.272 0.00 0.00 0.00
C -5.227 9.927 6.079 -0.01 0.00 0.01
C -4.913 10.342 4.792 0.02 0.04 -0.01
H -5.237 10.024 2.694 0.01 -0.01 -0.01
H -6.796 8.143 3.038 0.01 -0.02 -0.01
H -7.342 7.392 5.328 -0.01 0.00 0.00
H -6.343 8.541 7.275 0.00 -0.01 0.01
H -4.789 10.431 6.931 0.01 0.00 0.01
H -4.228 11.167 4.640 0.00 0.01 0.00
C -4.322 16.156 5.067 0.00 0.00 0.00
C -5.041 15.192 5.760 0.00 0.01 0.01
C -5.643 14.147 5.073 -0.01 -0.02 0.02
C -5.521 14.063 3.693 -0.01 -0.02 -0.02
C -4.801 15.025 3.000 0.00 0.00 -0.01
C -4.204 16.074 3.687 0.01 0.00 0.00
H -3.854 16.972 5.602 0.00 0.01 0.00
H -5.132 15.255 6.837 -0.01 0.00 0.01
H -6.207 13.396 5.612 0.01 -0.02 0.00
H -5.987 13.245 3.159 0.00 -0.01 0.00
H -4.704 14.958 1.925 0.00 0.00 -0.01
H -3.645 16.826 3.145 0.01 0.00 0.00
C -0.503 1.495 0.917 -0.09 0.07 -0.09
C 0.276 1.172 -0.184 0.12 -0.06 -0.09
C 1.335 0.282 -0.047 -0.02 -0.03 0.22
C 1.612 -0.288 1.193 -0.13 0.06 -0.06
C 0.820 0.035 2.291 0.22 -0.13 -0.09
C -0.233 0.925 2.150 -0.05 0.03 0.10
H -1.329 2.185 0.806 -0.03 -0.01 -0.03
H 0.052 1.606 -1.151 -0.05 -0.01 0.00
H 1.947 0.030 -0.905 0.03 0.00 0.02
H 2.434 -0.985 1.302 -0.07 0.10 -0.01
H 1.023 -0.418 3.254 0.01 -0.01 0.00
H -0.849 1.172 3.005 -0.01 0.01 0.01
C -1.094 -4.308 4.490 -0.05 0.04 -0.02
C -1.439 -3.414 3.484 0.01 -0.03 0.03
C -0.579 -3.206 2.415 -0.14 0.08 -0.07
C 0.620 -3.895 2.348 0.17 -0.09 0.02
C 0.964 -4.793 3.352 0.13 0.14 -0.03
C 0.109 -4.995 4.426 0.04 -0.05 0.08
H -1.764 -4.468 5.325 -0.01 0.00 0.00
H -2.377 -2.878 3.533 -0.01 0.00 -0.01
H -0.841 -2.505 1.633 -0.01 0.01 0.01
H 1.286 -3.732 1.509 0.00 0.00 -0.01
H 1.901 -5.335 3.296 0.00 -0.02 -0.01
H 0.380 -5.692 5.210 0.00 -0.02 -0.01
C 9.945 -4.180 -3.250 0.01 0.01 0.00
C 8.742 -4.233 -2.560 -0.02 -0.03 -0.01
C 8.504 -3.359 -1.508 -0.07 0.00 0.03
C 9.467 -2.427 -1.151 0.01 0.02 0.01
C 10.669 -2.371 -1.843 0.00 0.01 0.01
C 10.910 -3.250 -2.890 0.00 0.00 -0.01
H 10.130 -4.863 -4.069 0.00 0.00 -0.01
H 7.988 -4.957 -2.842 0.00 -0.01 0.00
H 7.568 -3.404 -0.965 -0.01 0.01 0.00
H 9.279 -1.744 -0.333 -0.01 0.00 0.01
H 11.420 -1.643 -1.565 0.01 0.00 0.00
H 11.849 -3.209 -3.426 0.00 0.01 -0.01
C -1.752 -8.888 -0.559 0.01 0.00 -0.02
C -0.789 -7.945 -0.890 0.01 -0.02 -0.04
C -0.334 -7.054 0.072 0.04 -0.02 -0.14
C -0.833 -7.105 1.361 -0.10 -0.04 0.15
C -1.794 -8.049 1.694 -0.02 -0.04 -0.02
C -2.256 -8.938 0.733 0.01 0.00 0.03
H -2.112 -9.580 -1.308 -0.01 0.00 -0.01
H -0.396 -7.903 -1.898 -0.01 0.01 -0.01
H 0.410 -6.312 -0.182 0.06 0.07 -0.04
H -0.473 -6.407 2.102 -0.05 0.00 0.03
H -2.185 -8.088 2.703 -0.01 0.01 0.00
H -3.011 -9.671 0.991 0.00 -0.01 0.00
C 2.656 -4.363 -8.111 0.01 0.00 0.00
C 1.708 -5.281 -8.540 0.00 -0.01 -0.01
C 0.851 -5.874 -7.624 0.00 0.00 0.00
C 0.938 -5.545 -6.278 0.00 -0.02 0.00
C 1.885 -4.626 -5.849 0.03 0.02 0.10
C 2.746 -4.037 -6.765 0.02 0.01 -0.01
H 3.325 -3.900 -8.825 0.00 0.01 -0.01
H 1.635 -5.532 -9.591 0.00 0.00 -0.01
H 0.112 -6.591 -7.958 -0.02 0.01 -0.01
H 0.266 -6.001 -5.563 -0.02 0.01 0.01
H 1.952 -4.365 -4.800 0.00 0.00 0.01
H 3.485 -3.321 -6.427 -0.01 0.02 0.01
C 2.618 -5.364 7.653 -0.02 0.01 0.00
C 3.423 -5.638 6.556 -0.01 0.02 -0.04
C 4.502 -6.502 6.684 0.00 -0.01 -0.01
C 4.771 -7.098 7.908 0.01 0.00 0.00
C 3.965 -6.826 9.004 0.00 0.00 0.01
C 2.890 -5.957 8.878 0.00 -0.01 0.01
H 1.779 -4.688 7.551 0.00 0.01 -0.01
H 3.208 -5.178 5.599 0.00 0.02 0.00
H 5.132 -6.711 5.829 0.00 -0.01 -0.01
H 5.610 -7.774 8.007 0.01 0.00 0.00
H 4.175 -7.292 9.959 0.00 0.00 0.01
H 2.264 -5.742 9.734 -0.01 0.00 0.01



# 3
9
Properties=species:S:1:pos:R:3:forces:R:3 method="wB97M-V/def2-TZVPD" relative_energy_kj_mol=438.94 mol_weight_g_mol=119.5 homo_lumo_gap_ev="9.67 / 6.16" lumo_energy_ev="-0.37 / -2.59" e_homo_ev="-10.047 / -8.757"
C 0.968 -0.306 -1.164 2.85 3.13 -0.03
C -0.258 -1.100 -1.403 -0.87 -0.72 0.51
C -0.426 0.956 1.407 1.07 -0.32 0.62
N 0.974 -1.626 -1.271 -0.48 -0.49 -0.13
O 1.534 0.748 -1.081 -0.71 -1.49 0.01
O -1.423 -1.084 -1.471 -0.74 -0.41 -0.40
Cl -0.514 -0.293 2.612 0.49 0.47 -0.48
H 0.578 1.442 1.179 -1.84 -0.75 0.42
H -1.433 1.262 1.191 0.24 0.58 -0.51



# 4
67
Properties=species:S:1:pos:R:3:forces:R:3 method="wB97M-V/def2-TZVPD" relative_energy_kj_mol=164.91 smiles="COc1ccc([C@H](C(=O)NC2CCCCC2)N(Cc2ccco2)C(=O)CNC(=O)c2ccco2)cc1" mol_weight_g_mol=493.6 homo_lumo_gap_ev=8.80 lumo_energy_ev=0.52 e_homo_ev=-8.282
C -0.719 3.441 -4.964 0.14 0.08 -0.12
H 0.192 3.752 -4.440 -0.03 -0.04 -0.02
O -1.690 2.952 -4.073 -0.20 -0.13 0.21
C -1.388 1.856 -3.321 -0.08 -0.12 0.16
C -0.174 1.180 -3.352 0.01 0.27 -0.23
C 0.021 0.083 -2.533 -0.25 -0.10 0.15
C -0.969 -0.361 -1.666 0.02 -0.02 -0.26
C -2.189 0.303 -1.659 0.09 -0.07 -0.17
C -2.396 1.396 -2.473 0.07 0.18 -0.19
H -3.338 1.920 -2.469 -0.13 0.06 0.00
H -2.988 -0.037 -1.019 -0.08 0.01 0.08
C -0.659 -1.567 -0.805 -0.25 -0.03 -0.07
N 0.613 -1.361 -0.101 -0.16 -0.23 -0.30
C 0.861 -0.187 0.499 0.33 0.27 0.36
O 0.006 0.677 0.666 0.08 0.18 0.13
C 2.310 0.167 0.850 -0.05 -0.11 -0.08
N 2.737 1.094 -0.177 -0.02 0.24 0.11
C 3.192 0.640 -1.371 -0.02 0.30 0.41
O 3.524 -0.518 -1.568 0.03 -0.06 -0.22
C 3.272 1.671 -2.414 0.39 -0.44 -1.15
C 3.673 1.568 -3.722 -0.20 -0.14 0.89
C 3.484 2.845 -4.293 -0.22 0.42 0.32
C 2.984 3.629 -3.296 0.19 0.07 -0.79
O 2.850 2.934 -2.161 -0.10 -0.07 0.47
H 2.699 4.663 -3.275 -0.06 0.11 0.12
H 3.690 3.138 -5.301 0.03 0.14 -0.19
H 4.049 0.686 -4.196 0.07 -0.24 -0.03
H 2.320 2.014 -0.151 0.02 -0.04 -0.07
H 2.331 0.675 1.816 -0.06 -0.14 -0.09
H 2.993 -0.678 0.854 -0.05 0.10 0.08
C 1.543 -2.478 -0.046 0.14 -0.28 0.26
C 1.886 -2.832 1.367 0.86 -0.34 -0.24
C 3.028 -3.327 1.926 -0.51 0.25 -0.44
C 2.758 -3.475 3.309 -0.51 0.11 0.24
C 1.478 -3.055 3.486 0.67 -0.34 0.53
O 0.941 -2.665 2.317 -0.37 0.18 -0.34
H 0.857 -2.983 4.357 -0.18 0.06 0.07
H 3.427 -3.841 4.060 0.08 -0.06 0.23
H 3.941 -3.557 1.417 0.19 0.00 -0.19
H 1.054 -3.335 -0.517 0.00 0.16 0.01
H 2.455 -2.254 -0.612 -0.12 -0.10 0.15
C -1.779 -2.001 0.165 0.41 0.13 -0.39
O -2.302 -3.094 0.063 -0.14 -0.38 -0.06
N -2.078 -1.086 1.089 -0.14 0.43 0.41
H -1.554 -0.217 1.086 0.08 -0.13 -0.17
C -3.021 -1.313 2.162 -0.36 -0.39 0.15
C -3.903 -0.078 2.359 0.16 0.01 -0.14
C -3.105 1.105 2.904 -0.24 -0.08 0.22
C -2.411 0.726 4.208 0.24 0.11 -0.17
C -1.491 -0.472 3.990 -0.22 -0.10 0.22
C -2.285 -1.663 3.462 0.12 0.04 -0.17
H -1.620 -2.507 3.270 -0.06 -0.09 0.01
H -3.021 -1.973 4.208 -0.04 -0.05 0.06
H -1.004 -0.743 4.929 0.09 0.00 -0.03
H -0.710 -0.205 3.275 0.12 0.02 -0.02
H -1.835 1.574 4.582 -0.04 0.02 0.08
H -3.162 0.473 4.961 -0.04 0.02 0.07
H -3.778 1.949 3.072 0.05 0.05 -0.09
H -2.356 1.421 2.174 0.04 0.11 -0.06
H -4.699 -0.332 3.062 -0.06 0.00 0.02
H -4.369 0.192 1.408 -0.08 -0.06 -0.01
H -3.633 -2.169 1.856 0.09 0.18 0.06
H -0.508 -2.419 -1.479 -0.04 0.11 0.26
H 0.969 -0.435 -2.574 0.13 -0.07 0.00
H 0.624 1.489 -4.010 0.08 0.07 -0.07
H -0.459 2.698 -5.725 0.01 0.02 0.03
H -1.170 4.307 -5.446 0.07 -0.05 0.00



# 5
11
Properties=species:S:1:pos:R:3:forces:R:3 method="wB97M-V/def2-TZVPD" relative_energy_kj_mol=416.00 smiles="C[C@@H](O)[N+](=O)[O-]" mol_weight_g_mol=91.1 homo_lumo_gap_ev=10.63 lumo_energy_ev=-0.16 e_homo_ev=-10.786
C 1.016 0.710 0.342 -3.28 1.44 -0.92
C -0.605 0.269 0.172 2.89 1.76 0.20
N -0.410 -1.205 0.052 1.34 -1.73 0.90
O 0.260 -1.865 0.843 -1.15 1.12 0.28
O -0.706 -1.640 -1.028 -0.67 -0.89 -1.24
O -1.153 0.706 -0.985 -0.46 0.72 -0.10
H 1.692 0.139 -0.319 -0.62 0.62 -0.06
H 1.172 0.377 1.327 0.78 0.16 1.39
H 0.948 1.861 0.206 0.73 -2.11 0.24
H -1.246 0.668 0.974 0.65 -0.87 0.29
H -0.969 -0.020 -1.586 -0.22 -0.22 -0.98



# 6
21
Properties=species:S:1:pos:R:3:forces:R:3 method="wB97M-V/def2-TZVPD" relative_energy_kj_mol=281.80 total_charge=+1 mol_weight_g_mol=113.2 homo_lumo_gap_ev=9.60 lumo_energy_ev=-3.59 e_homo_ev=-13.186
C 0.153 2.234 0.590 2.25 1.74 1.69
C 1.437 2.377 0.884 -2.09 0.21 -2.42
C -0.058 -0.988 -0.732 0.61 0.19 -1.10
C 0.087 -0.495 -2.181 -2.76 -3.20 1.26
C 0.550 -2.303 -0.435 -1.14 0.49 -0.76
C -0.857 -0.541 1.582 -1.24 -2.10 0.16
N -0.648 -0.259 0.158 -1.42 -0.36 -0.62
N -1.041 2.206 0.383 -1.11 0.04 -1.27
H 2.039 2.832 0.124 0.23 -0.11 -0.71
H 1.972 2.182 1.742 0.33 -0.53 2.10
H 0.896 0.115 -2.173 3.26 1.37 -0.36
H -0.686 0.243 -2.203 -1.07 0.12 -1.38
H 0.130 -1.409 -2.931 -0.31 2.43 1.45
H -0.147 -2.748 0.204 -0.99 -1.30 1.16
H 1.420 -2.185 0.127 1.79 0.10 0.78
H 0.680 -2.938 -1.308 0.21 0.30 0.02
H -1.810 -1.091 1.757 0.45 -0.25 -0.80
H -0.106 -1.175 2.049 0.34 0.44 -0.19
H -1.139 0.299 2.171 0.81 1.26 0.04
H -1.256 0.605 -0.123 1.61 -1.04 0.31
H -1.617 3.040 0.315 0.25 0.19 0.63